Entry 1:
Computed, not measured: a cluster of 4 separate species, C19H22F17N7O3 in total, with wB97M-V/def2-TZVPD.

Summary:
HOMO in eV: -9.42
Relative energy (zero: lowest compared OMol25 entry of this formula, charge and spin) in kJ/mol: 0.0
Total charge: 0
2S+1: 1

Each line ends with the Mulliken charge.
Geometry (Å):
N (2.869, 4.255, -1.417)  -0.88
H (3.474, -7.412, 1.866)  0.36
C (4.135, 4.590, -1.201)  0.15
F (-1.397, -0.491, 0.056)  -0.29
H (1.641, -5.348, -0.162)  0.23
F (-0.327, -2.544, -0.819)  -0.29
H (-6.053, 1.292, -4.409)  0.29
H (-3.670, -2.601, -3.094)  0.21
N (4.336, 3.433, 0.717)  -0.07
H (4.597, 5.222, -1.938)  0.49
N (2.315, 3.464, -0.525)  0.43
H (-0.600, 3.722, 2.123)  0.07
C (-4.642, 0.478, -3.053)  0.94
F (-0.758, -0.467, -2.653)  -0.23
O (3.668, -4.786, 3.501)  -0.63
C (3.080, 3.096, 0.488)  0.09
F (1.095, 2.373, 1.508)  -0.15
C (3.026, -5.501, 2.752)  0.93
H (0.312, -5.377, 1.007)  0.25
H (-6.624, -0.171, -3.593)  0.38
H (-4.858, -2.485, -1.786)  0.30
H (-3.342, 4.892, 2.387)  0.40
C (-4.522, -2.029, -2.720)  -0.87
C (-0.915, 5.559, 1.452)  0.97
H (3.809, -7.279, 3.598)  0.30
F (4.022, 0.491, 1.602)  -0.34
F (1.411, -0.117, -2.631)  -0.27
C (0.489, -1.469, -0.921)  0.34
H (-5.431, -0.288, -4.906)  0.35
C (3.112, -7.008, 2.812)  -1.40
F (-0.519, -2.884, -3.540)  -0.22
F (2.716, 0.496, -0.150)  -0.23
H (-2.756, 6.320, 0.638)  0.36
H (-1.448, 7.502, 0.794)  0.31
N (-4.133, -0.651, -2.490)  -0.04
F (1.910, -0.033, 3.230)  -0.29
H (-3.390, -0.469, -1.833)  0.09
F (1.594, -3.038, -3.012)  -0.23
C (0.629, -2.206, -3.403)  0.53
H (-3.035, 3.191, 2.012)  0.26
H (2.183, -3.952, 1.832)  0.10
F (2.506, -1.565, 1.788)  -0.24
C (2.747, 0.693, 1.188)  0.37
C (0.443, -1.028, -2.396)  0.62
F (-0.342, 0.337, 2.257)  -0.24
O (0.246, 5.687, 1.092)  -0.62
F (1.723, -1.865, -0.602)  -0.28
F (2.884, 2.479, 2.744)  -0.31
N (4.894, 4.225, -0.176)  -0.65
C (2.421, 2.171, 1.520)  1.07
F (0.961, -1.679, -4.594)  -0.25
C (-0.044, -0.371, 0.052)  0.84
H (-5.326, -2.087, -3.445)  0.40
N (2.195, -4.959, 1.820)  -0.03
C (-2.652, 4.069, 2.535)  -0.95
H (-2.332, 6.978, 2.235)  0.37
O (-4.203, 1.574, -2.752)  -0.64
F (0.250, 0.859, -0.407)  -0.25
H (2.138, -7.442, 3.039)  0.36
C (-5.760, 0.309, -4.055)  -1.37
C (1.889, -0.376, 1.919)  0.70
C (-1.935, 6.657, 1.271)  -1.41
C (1.359, -5.643, 0.851)  -0.86
N (-1.332, 4.407, 2.038)  -0.04
H (-2.603, 3.841, 3.602)  0.30
H (1.463, -6.718, 0.942)  0.41
F (0.021, -1.791, 1.887)  -0.25
C (0.385, -0.533, 1.531)  0.29

---

Entry 2:
Computed, not measured: a cluster of 3 separate species, C3H11O3 in total in a non-equilibrium geometry, with wB97M-V/def2-TZVPD.

Summary:
HOMO in eV: -3.60
Relative energy (zero: lowest compared OMol25 entry of this formula, charge and spin) in kJ/mol: 77.1
Total charge: -1
2S+1: 1

Each line ends with the Mulliken charge.
Geometry (Å):
O (0.995, -3.017, 1.009)  -0.74
O (0.467, -0.386, 0.523)  -0.90
H (-0.592, -0.030, 1.923)  0.43
H (-0.345, 3.020, -2.182)  0.31
H (-1.065, 1.728, -3.021)  0.22
H (0.536, -2.178, 0.702)  0.44
H (1.681, -2.444, 1.402)  0.29
C (0.572, 0.017, -0.767)  -0.47
H (0.566, -0.848, -1.459)  0.22
C (-0.626, 0.996, -1.151)  -0.21
H (0.761, 1.742, -2.670)  0.33
H (-1.094, 1.320, 1.942)  0.30
H (1.509, 0.639, -0.875)  0.21
O (-1.196, 0.528, 2.476)  -0.71
C (-0.245, 1.952, -2.329)  -1.04
H (-1.495, 0.345, -1.240)  0.34
H (-0.844, 1.610, -0.276)  -0.01

---

Entry 3:
Computed, not measured: the molecule C9H11NO2 in a non-equilibrium geometry, with wB97M-V/def2-TZVPD.

Summary:
HOMO in eV: -9.60
Relative energy (zero: lowest compared OMol25 entry of this formula, charge and spin) in kJ/mol: 450.8
Total charge: 0
2S+1: 1

Each line ends with the Mulliken charge.
Geometry (Å):
N (-1.597, -0.733, -0.004)  -0.01
C (1.734, 0.602, -2.918)  -0.46
C (1.320, -1.039, -1.181)  -0.09
C (1.967, -0.668, -2.353)  -0.68
H (1.532, -2.093, -0.820)  0.28
C (0.576, 1.190, -0.892)  -0.24
O (-1.900, -1.920, -0.115)  -0.40
H (0.081, 0.889, 2.465)  0.49
C (0.574, -0.112, -0.402)  -0.01
H (0.199, 2.068, -0.347)  0.10
C (-0.421, -0.422, 0.726)  1.16
H (0.866, 2.509, -2.582)  0.34
H (-0.398, -2.289, 1.262)  0.39
H (-1.004, 1.549, 1.327)  0.31
C (-0.715, 0.657, 1.816)  -0.57
C (-1.919, 0.198, 2.706)  -1.28
C (1.146, 1.570, -2.127)  -0.62
O (0.198, -1.649, 1.536)  -0.52
H (-2.812, 0.287, 1.990)  0.32
H (-1.897, 0.778, 3.642)  0.35
H (2.265, -1.490, -2.959)  0.36
H (-2.000, -0.823, 2.994)  0.32
H (2.208, 0.941, -3.764)  0.45

---

Entry 4:
Computed, not measured: a structure of composition C20H14Cl2N6O3PbS in a non-equilibrium geometry, with wB97M-V/def2-TZVPD.

Summary:
HOMO in eV: -13.72
Total charge: +2
2S+1: 1

Each line ends with the Mulliken charge.
Geometry (Å):
C (0.475, -13.678, 4.231)  -0.59
C (7.854, -17.264, 0.457)  -0.87
C (10.117, -18.149, 4.750)  -0.29
C (8.790, -17.662, 1.417)  0.50
O (3.962, -16.413, 2.438)  -0.66
H (-0.474, -13.645, 4.685)  0.47
O (5.439, -13.111, 3.385)  -0.55
C (3.709, -13.945, 0.449)  -0.79
S (10.874, -18.620, 7.072)  -0.03
C (9.772, -18.594, 1.168)  0.47
H (6.101, -17.641, 5.737)  0.34
C (1.600, -13.490, 5.031)  -0.39
C (7.978, -17.779, -0.782)  -0.96
C (4.670, -13.686, 1.303)  0.73
C (9.803, -18.048, 3.284)  0.44
Pb (7.664, -15.716, 4.192)  1.31
H (3.903, -14.264, -0.571)  0.50
N (8.885, -17.287, 2.749)  -0.24
H (-0.185, -13.945, 2.210)  0.39
N (10.339, -18.858, 2.364)  -0.03
N (2.820, -13.373, 4.566)  -0.52
C (0.678, -13.842, 2.874)  -0.70
N (5.165, -17.524, 3.929)  -0.22
H (8.967, -19.118, -2.088)  0.42
H (7.310, -17.575, -1.594)  0.45
O (6.113, -15.930, 2.545)  -0.45
C (9.876, -19.234, -0.116)  -1.10
H (7.116, -16.659, 0.653)  1.07
C (5.050, -16.602, 2.910)  0.60
H (4.348, -18.015, 4.288)  0.25
H (10.542, -20.062, -0.240)  0.43
Cl (6.261, -13.735, 0.722)  -0.05
N (9.298, -17.394, 5.547)  -0.01
C (8.936, -18.793, -1.075)  -0.52
Cl (1.130, -14.588, -0.013)  -0.08
C (2.354, -14.020, 0.975)  1.08
C (2.998, -13.452, 3.288)  0.37
C (11.055, -18.893, 5.400)  -0.31
C (4.445, -13.340, 2.769)  0.18
H (11.798, -19.557, 5.032)  0.39
N (6.339, -17.670, 4.742)  -0.51
H (1.393, -13.366, 6.065)  0.47
H (6.865, -18.516, 4.560)  0.29
C (1.995, -13.771, 2.359)  0.37
H (9.202, -16.984, 7.685)  0.39
H (11.026, -19.582, 2.590)  0.26
C (9.596, -17.519, 6.796)  -0.29

---

Entry 5:
Computed, not measured: the molecule C16H20FNO4, with wB97M-V/def2-TZVPD.

Summary:
HOMO in eV: -9.61
Relative energy (zero: lowest compared OMol25 entry of this formula, charge and spin) in kJ/mol: 26.4
Total charge: 0
2S+1: 1

Each line ends with the Mulliken charge.
Geometry (Å):
H (3.291, -3.603, 2.429)  0.38
C (0.056, 2.640, -2.244)  0.05
H (-0.052, -2.114, -0.283)  0.44
O (0.253, -0.820, -2.199)  -0.59
H (1.978, 0.911, -2.947)  0.38
H (-0.969, -0.877, 0.586)  0.00
F (-4.592, -0.063, -0.739)  -0.33
O (-0.123, -2.578, 2.422)  -0.67
C (0.035, -1.284, 0.429)  -0.04
C (3.880, -1.049, 3.228)  -1.83
H (0.777, -1.813, 4.537)  0.41
C (-2.045, 1.472, -2.772)  -0.45
H (2.074, 3.100, -1.731)  0.42
C (1.327, 2.350, -1.463)  -0.61
C (1.746, -1.322, 4.525)  -1.67
C (-2.645, 1.080, -0.089)  -0.80
H (4.437, -1.354, 2.345)  0.42
H (2.234, -0.753, 1.448)  0.30
C (2.737, -3.284, 3.309)  -1.69
C (-1.488, 1.747, -0.446)  0.05
H (-0.850, 2.138, 0.332)  0.36
H (-2.914, 0.934, 0.946)  0.46
H (2.287, -1.588, 5.429)  0.43
H (4.471, -1.294, 4.106)  0.44
N (1.790, -1.397, 2.083)  -0.13
H (-3.863, 0.399, -3.179)  0.45
C (1.850, 0.961, -1.865)  -0.68
H (1.773, -3.783, 3.316)  0.42
C (0.561, -1.825, 1.764)  0.29
H (1.594, -0.245, 4.511)  0.37
H (3.291, -3.576, 4.197)  0.43
H (3.739, 0.030, 3.201)  0.42
C (-1.173, 1.942, -1.789)  0.36
O (0.880, -0.274, -0.114)  -0.19
H (1.152, 2.379, -0.389)  0.25
O (0.067, 3.339, -3.228)  -0.58
H (-1.796, 1.641, -3.808)  0.43
C (-3.192, 0.785, -2.430)  -0.58
H (2.813, 0.790, -1.380)  0.35
C (-3.474, 0.597, -1.088)  0.51
C (0.897, -0.139, -1.450)  0.58
C (2.533, -1.768, 3.290)  1.43